# C4H8N2

An isolated ion of composition C4H8N2 and charge +2 at a distorted geometry (ωB97M-V with the def2-TZVPD basis set, OMol25).

Cartesian coordinates (Å):
H (0.6672, 0.3140, 1.5220)
H (-0.9838, -1.0840, 3.0982)
C (-0.1106, -0.6263, 0.1233)
H (0.2646, 2.9157, -2.5484)
H (-0.8027, -1.4424, -0.1012)
H (-0.9880, 1.6767, -3.4198)
N (0.1694, -0.4770, 1.3516)
H (1.4207, 0.9412, -2.4311)
N (0.0069, 0.3455, -0.7966)
C (0.2959, 0.8426, -1.8576)
C (-0.1815, 1.8418, -2.6103)
H (-0.2576, -2.3381, 2.1090)
H (0.6608, -1.5362, 3.1557)
C (-0.1614, -1.3735, 2.4054)

Atomic forces in eV per Å
H 1.90 2.91 1.47
H 0.15 0.29 -1.14
C -1.58 -0.16 -0.48
H -0.62 -1.77 -0.02
H 0.50 -0.16 -0.62
H 1.48 0.05 0.76
N -0.53 -1.41 -0.76
H -1.36 -0.62 0.06
N -0.30 -2.03 1.07
C 2.07 -0.06 1.36
C -1.45 4.01 -3.29
H -0.93 -2.75 -1.62
H -0.11 0.90 -0.98
C 0.79 0.80 4.18

F_max (eV/Å): 5.386
Net charge: +2
Relative energy (zero: lowest compared OMol25 entry of this formula, charge and spin) (kJ/mol): 352.74

# C4H8N2

An isolated ion of composition C4H8N2 and charge +2 at a distorted geometry (ωB97M-V with the def2-TZVPD basis set, OMol25).

Cartesian coordinates (Å):
H (-2.3546, 0.9085, 0.7796)
H (0.1946, -2.1725, 0.0608)
H (2.4935, -0.9290, -0.4784)
H (0.0280, 2.2028, 0.0686)
H (-2.2005, -1.5025, -0.0444)
C (-0.3706, 1.2004, 0.0456)
H (2.3978, 0.8471, -0.5710)
N (-1.4345, -0.8288, -0.0039)
C (2.0748, -0.0330, -0.0115)
H (2.5189, 0.0522, 0.9918)
H (-2.2231, 0.9372, -0.8955)
N (0.6710, -0.1170, 0.0374)
C (-1.6366, 0.5787, -0.0097)
C (-0.1587, -1.1439, 0.0306)

Atomic forces in eV per Å
H 0.29 0.09 0.10
H -0.04 0.03 -0.08
H -0.17 0.09 -0.06
H 0.04 0.32 -0.02
H 0.17 0.01 0.06
C 4.00 -5.28 -0.07
H -0.19 -0.16 -0.10
N 0.47 -0.30 -0.03
C 2.50 0.04 0.33
H -0.33 -0.07 -0.11
H 0.27 -0.01 -0.06
N -5.49 5.85 0.03
C -0.92 0.28 0.04
C -0.60 -0.88 -0.02

F_max (eV/Å): 8.026
Net charge: +2
Relative energy (zero: lowest compared OMol25 entry of this formula, charge and spin) (kJ/mol): 102.02

# C4H8N2O

One molecule with the formula C4H8N2O at a distorted geometry (ωB97M-V with the def2-TZVPD basis set, OMol25).

Cartesian coordinates (Å):
N (1.7179, -0.9534, -0.6142)
H (-1.9169, -0.8494, 0.7974)
H (-0.3753, -0.0063, -1.9595)
C (2.7243, -0.2747, -0.1173)
H (-1.8363, 1.0698, 1.2148)
H (-0.9880, -0.4064, 2.1287)
H (0.3100, 1.1962, 0.6250)
C (-1.4580, 0.0196, 1.2548)
C (-0.8879, 0.5593, -1.1319)
C (-0.3045, 0.3040, 0.2911)
H (-0.9268, 1.5537, -1.3710)
N (3.4650, 0.3814, 0.4120)
H (-1.8580, 0.2299, -1.1246)
O (0.3444, -0.8907, 0.3189)
H (1.9901, -1.9329, -0.7241)

Atomic forces in eV per Å
N -2.93 -0.63 -0.12
H -1.26 0.52 -0.09
H -0.12 0.64 1.06
C -2.66 -1.40 -0.33
H -1.08 -1.38 1.00
H -0.30 0.80 0.97
H -0.34 -1.08 -0.12
C 1.78 0.69 -1.04
C 2.46 -1.91 0.23
C 0.11 1.69 -1.89
H 0.16 2.65 -0.65
N 3.22 2.64 1.74
H -2.55 -0.96 -0.09
O 4.45 -2.40 -0.94
H -0.94 0.12 0.28

F_max (eV/Å): 5.139
Relative energy (zero: lowest compared OMol25 entry of this formula, charge and spin) (kJ/mol): 499.04

# C4H8N2O

One molecule with the formula C4H8N2O (ωB97M-V with the def2-TZVPD basis set, OMol25).

Cartesian coordinates (Å):
C (1.2306, 0.1593, -0.8931)
C (0.4280, -0.9451, -0.2293)
H (1.0683, 2.3887, 1.2749)
C (-0.4462, 1.0369, 1.1655)
O (1.7924, 0.9897, 0.1153)
H (-1.0110, -0.9750, 1.3773)
H (0.0749, -1.6693, -0.9728)
H (-2.1667, -1.0039, -0.7674)
H (1.0823, -1.4750, 0.4724)
N (-1.8669, -0.1084, -0.3914)
H (0.5871, 0.7658, -1.5453)
H (2.0796, -0.2208, -1.4663)
C (-0.7464, -0.3183, 0.5294)
N (0.7239, 1.5036, 0.9258)
H (-2.6548, 0.2836, 0.1174)

Atomic forces in eV per Å
C -0.08 -0.14 -0.16
C 0.04 -0.02 0.02
H -0.14 -0.10 0.04
C 0.48 -0.02 -0.20
O -0.06 -0.02 0.00
H 0.05 0.14 -0.14
H 0.01 0.09 0.09
H 0.01 0.10 0.06
H -0.07 0.04 -0.11
N -0.14 -0.14 0.07
H 0.08 -0.09 0.06
H -0.10 0.07 0.11
C 0.14 -0.06 0.07
N -0.34 0.10 0.19
H 0.12 0.07 -0.10

F_max (eV/Å): 0.525
Relative energy (zero: lowest compared OMol25 entry of this formula, charge and spin) (kJ/mol): 424.86

# C4H8N2O

A 2-piece molecular cluster, C4H8N2O overall at a distorted geometry (ωB97M-V with the def2-TZVPD basis set, OMol25).

Cartesian coordinates (Å):
H (-0.1464, 0.7800, -1.3512)
H (1.3871, -1.0449, -0.4920)
N (0.4174, 0.3073, 0.8837)
C (1.3952, -0.6807, 0.5362)
H (-0.8944, -0.1325, -1.7522)
H (-0.9546, 1.7024, 0.2530)
H (1.5907, -1.4256, 1.3033)
O (-2.4281, -0.6114, 0.9464)
H (2.0429, 1.3619, -0.0813)
C (1.7752, 0.7487, 0.7791)
C (-0.6045, 0.6928, 0.0377)
C (-1.7268, -0.3558, -0.0194)
H (2.2401, 1.0242, 1.7231)
N (-1.6859, -0.8346, -1.2741)
H (-2.4079, -1.5319, -1.4924)

Atomic forces in eV per Å
H -0.33 0.51 3.12
H 0.07 0.12 0.13
N -0.10 0.03 0.63
C 0.04 -0.19 -0.05
H -2.86 -2.95 0.22
H 0.03 -0.07 -0.05
H 0.03 0.08 -0.19
O 0.27 -0.18 -0.86
H -0.05 -0.15 0.07
C 0.17 0.16 0.00
C 0.97 0.67 -2.13
C 0.52 0.79 0.22
H 0.01 -0.02 -0.22
N 0.46 0.64 -0.23
H 0.77 0.57 -0.66

F_max (eV/Å): 4.114
Relative energy (zero: lowest compared OMol25 entry of this formula, charge and spin) (kJ/mol): 395.43

# C4H8N2O

One molecule with the formula C4H8N2O at a distorted geometry (ωB97M-V with the def2-TZVPD basis set, OMol25).

Cartesian coordinates (Å):
H (-1.1201, 1.4536, -1.1941)
H (2.7210, -0.7214, -0.4100)
H (-2.5530, -0.7020, -0.2934)
H (1.3531, 1.1571, -0.9921)
N (-0.1372, 0.7730, 0.4330)
H (-1.6827, -2.2015, -0.3431)
H (1.7154, 1.4273, 0.6667)
H (-2.0100, -1.2063, 1.2035)
O (-1.1915, 1.5297, -0.1287)
H (2.0119, -0.6672, 1.2450)
C (1.7928, -0.4480, 0.0727)
C (-1.6097, -1.1618, 0.1552)
N (0.5873, -1.2608, -0.3818)
C (-0.4171, -0.4354, -0.0759)
C (1.2250, 0.8181, -0.0205)

Atomic forces in eV per Å
H -0.11 0.26 3.29
H -0.04 0.44 -0.52
H 1.11 0.01 0.21
H -0.23 1.17 -2.13
N -1.07 -0.78 -0.38
H 0.85 1.63 1.15
H 1.13 1.90 0.67
H 1.22 -0.07 -0.57
O 0.73 1.86 -3.27
H -0.68 0.01 -2.43
C -0.35 -5.32 2.81
C -6.47 -1.73 -1.22
N -0.17 2.15 1.02
C 3.08 -7.03 0.48
C 1.02 5.50 0.88

F_max (eV/Å): 7.687
Relative energy (zero: lowest compared OMol25 entry of this formula, charge and spin) (kJ/mol): 533.07

# C4H8N2O

One molecule with the formula C4H8N2O at a distorted geometry (ωB97M-V with the def2-TZVPD basis set, OMol25).

Cartesian coordinates (Å):
C (0.3560, -0.4374, -0.1157)
H (-2.8901, 1.2137, 1.0990)
H (0.8209, -1.8116, 1.2896)
N (1.0969, -1.5045, 0.3680)
H (1.8890, 0.3369, -1.4249)
C (-1.1113, -0.4558, 0.1557)
N (0.2665, 0.9800, 0.9163)
H (0.2435, 0.8865, -1.8015)
C (-1.0753, 0.7151, 0.8396)
H (2.0998, -1.4154, 0.2779)
O (-2.0173, 1.5684, 1.3057)
H (0.5545, 1.9230, 0.6583)
H (0.7371, -0.7715, -2.1887)
C (0.8397, 0.0413, -1.4681)
H (-1.8099, -1.2687, 0.0888)

Atomic forces in eV per Å
C -0.07 1.35 0.55
H 0.10 -0.01 -0.03
H 0.03 0.06 -0.04
N 0.19 -0.17 0.14
H 0.05 -0.01 -0.02
C -0.18 0.16 0.33
N 0.31 -0.73 -0.30
H -0.02 0.02 -0.01
C -0.52 -0.32 -0.55
H -0.08 0.01 0.03
O 0.39 -0.20 0.12
H 0.01 -0.09 -0.22
H 0.00 0.03 -0.01
C -0.06 -0.06 0.14
H -0.15 -0.05 -0.12

F_max (eV/Å): 1.455
Relative energy (zero: lowest compared OMol25 entry of this formula, charge and spin) (kJ/mol): 245.99

# C4H8N2O

One molecule with the formula C4H8N2O at a distorted geometry (ωB97M-V with the def2-TZVPD basis set, OMol25).

Cartesian coordinates (Å):
N (1.8951, 2.7322, -0.3488)
C (-1.1488, 0.2709, 1.1704)
H (-2.0377, 0.8566, 1.0870)
H (1.0191, -2.0740, -0.9061)
O (-1.6578, -1.0484, 1.0603)
H (1.2141, -0.3112, 0.6528)
C (-0.1211, 0.9713, -0.0903)
H (-0.3126, -1.2154, -1.7039)
C (0.9714, 2.0350, -0.2091)
N (0.4948, -0.3215, -0.0461)
C (0.6643, -1.0901, -1.2162)
H (-0.7673, 1.1674, -0.9607)
H (1.3646, -0.6071, -1.9001)
H (-0.5574, 0.3688, 2.0794)
H (-1.0206, -1.7343, 1.3314)

Atomic forces in eV per Å
N -1.55 -1.08 0.23
C -0.19 1.75 0.22
H -0.58 0.56 0.74
H 0.12 -0.04 -0.36
O 0.46 0.63 -0.53
H 0.50 -0.31 -0.22
C -0.71 -1.43 0.61
H 0.27 -0.02 0.03
C -0.02 0.31 0.85
N 1.23 -0.43 -0.49
C 0.40 -0.21 -0.52
H 0.19 -0.60 0.27
H 0.14 -0.30 -0.51
H -0.25 0.37 0.01
H 0.01 0.81 -0.34

F_max (eV/Å): 1.908
Relative energy (zero: lowest compared OMol25 entry of this formula, charge and spin) (kJ/mol): 427.24

Look up the relative energy (zero: lowest compared OMol25 entry of this formula, charge and spin) of the eighth one. 427.24 kJ/mol

Number 2 is which compound? C4H8N2

The highest relative energy (zero: lowest compared OMol25 entry of this formula, charge and spin) belongs to which entry? number 6